Record 1
ORCA calculation (ωB97M-V with the def2-TZVPD basis set) on a molecular structure, C30H27FeO3 at a distorted geometry.

Element x y z (Å)
O 2.742513 0.659646 -0.001187
C 2.150549 0.002868 0.748078
Fe 1.483219 -1.068360 2.098254
C 2.752076 -0.358360 3.265118
O 3.681433 -0.000515 3.866357
C 2.753819 -2.479418 1.527457
C 2.651121 -2.839952 0.110274
C 1.737899 -3.805651 -0.500387
C -0.374709 -0.756630 1.429342
C -0.105681 0.029081 2.591926
C 0.224734 -0.868164 3.658378
C 0.173457 -2.196015 3.149669
C -0.208470 -2.131694 1.772736
H 3.737941 -1.962825 1.779019
H 2.546164 -3.380123 2.176188
H 3.297362 -2.199564 -0.475886
H 1.223126 -3.143875 -1.272533
H 1.303079 -4.369319 0.389768
H -0.743176 -0.375826 0.464607
H -0.220699 1.120050 2.677098
H 0.373996 -0.580876 4.706642
H 0.336184 -3.117293 3.729664
H -0.415968 -2.976905 1.114771
C -4.656687 -4.416178 -1.717399
C -3.196103 -4.694549 -1.568510
C -2.394665 -4.543260 -2.694418
C -1.019905 -4.737189 -2.634663
C -0.373180 -5.182070 -1.456855
C 1.154523 -5.232023 -1.447825
C 1.861942 -6.472549 -1.027018
C 1.425257 -7.336029 -0.010856
C 2.147222 -8.525704 0.259405
C 3.375932 -8.733407 -0.357344
O 4.302953 -9.639579 0.143617
C 4.036502 -11.008014 0.217795
C 4.834430 -11.843974 -0.577137
C 4.428241 -13.179017 -0.717829
C 3.304940 -13.650362 -0.033196
C 2.605196 -12.823390 0.842908
C 3.018169 -11.495772 1.028585
C 3.830545 -7.866491 -1.359209
C 3.104420 -6.701695 -1.636050
C -1.171538 -5.292402 -0.298625
C -2.579941 -5.122246 -0.379858
H -5.230128 -4.770927 -0.865208
H -4.815994 -3.344293 -1.823734
H -5.014837 -4.865712 -2.639069
H -2.873595 -4.149278 -3.579099
H -0.435761 -4.531298 -3.527938
H 1.509070 -4.922004 -2.461850
H 0.496989 -7.132324 0.539288
H 1.830156 -9.191774 1.046299
H 5.708902 -11.435293 -1.087135
H 5.037231 -13.849680 -1.327910
H 3.013477 -14.701536 -0.112735
H 1.772617 -13.186625 1.444561
H 2.560953 -10.837345 1.760243
H 4.784680 -8.035461 -1.803412
H 3.475188 -6.019230 -2.382551
H -0.736989 -5.505715 0.685873
H -3.189252 -5.186112 0.520535

Force components x, y, z for each atom (eV/Å):
-0.254 -0.696 0.611
1.111 2.187 -1.911
5.207 0.976 -1.292
2.786 1.724 1.647
-1.289 -0.704 -0.871
2.654 -3.305 -0.964
0.948 -0.460 0.835
-1.074 1.208 1.313
-2.424 -0.125 -0.273
-2.122 0.877 0.843
-2.388 -0.069 1.220
-2.079 -0.905 0.822
-2.048 -0.562 0.359
-0.831 -1.159 -0.435
0.180 0.923 -0.317
-0.310 0.103 -0.750
-0.405 -0.586 1.210
-0.553 1.673 -0.622
0.448 -0.255 0.571
0.207 -0.689 -0.077
0.230 -0.183 -0.618
0.072 0.603 -0.426
0.350 0.364 0.239
0.051 0.152 0.175
0.687 -0.819 0.453
0.616 0.335 0.451
-0.149 -0.234 0.135
0.923 0.817 0.362
0.440 -0.749 -1.761
-0.320 0.752 -0.012
0.164 -0.992 -0.322
0.054 1.343 0.071
-0.294 0.348 -0.055
0.549 -1.073 0.231
0.186 0.977 -0.606
-0.863 -0.402 0.128
0.470 0.397 0.347
-0.066 -0.329 0.135
0.497 0.491 0.396
-0.091 -0.523 -0.492
-0.862 0.797 0.882
0.088 -1.652 0.136
-0.934 -0.262 -0.285
0.638 0.647 -0.306
-0.135 -0.052 -0.009
-0.113 0.161 0.115
-0.251 -0.197 -0.005
0.153 -0.090 -0.343
0.076 -0.138 0.137
-0.355 -0.632 0.674
0.478 -0.229 -0.408
-0.119 0.153 0.003
-0.411 -0.093 0.070
-0.314 0.130 0.134
0.070 0.386 -0.135
0.207 -0.104 -0.239
-0.056 -0.240 -0.246
0.541 -0.140 -0.236
-0.006 0.175 -0.103
-0.144 0.076 -0.517
0.179 -0.124 -0.072

- total charge = -1
- expectation value of S² = 6.123
- orbital gap (alpha / beta) (eV) = 3.2302 / 6.6538
- highest occupied orbital energy (alpha / beta) (eV) = -0.76 / -4.19
- 2S+1 = 5
- molar mass (g/mol) = 491.4
- electronic energy (a.u.) = -2648.5278

Record 2
ORCA calculation (ωB97M-V with the def2-TZVPD basis set) on a molecular structure, C30H27N2O8S2W at a distorted geometry.

Element x y z (Å)
W -0.004023 -1.225060 0.053563
O 1.197673 -2.498465 1.436244
C 0.142642 -2.204402 2.041010
O -0.250160 -0.953194 2.058891
C -0.778851 -3.272738 2.586691
C -2.165946 -2.699804 2.893496
C -3.058198 -3.758033 3.545105
C -3.456832 -4.625962 2.327178
C -2.624482 -3.979282 1.224866
O -2.694175 -2.578978 1.557486
C -1.128009 -4.320004 1.457149
C -0.309524 -4.169103 0.186379
O 0.453588 -4.984995 -0.221706
O -0.580250 -3.011611 -0.499317
H -0.292763 -3.736171 3.445986
H -2.152886 -1.735164 3.387105
H -2.525578 -4.314401 4.317290
H -3.924278 -3.290479 4.006644
H -3.222440 -5.683416 2.447971
H -4.518118 -4.536043 2.103176
H -2.974110 -4.140662 0.211442
H -0.998970 -5.342428 1.799142
C -3.070441 0.432752 0.889749
C -2.688237 0.328568 -0.548057
N -1.599757 -0.232364 -1.015308
C -1.473857 -0.094283 -2.393981
C -2.495650 0.561561 -2.969325
S -3.636370 1.007576 -1.777424
C -0.247977 -0.632922 -2.966378
C 0.231662 -0.628765 -4.225092
S 1.738781 -1.431632 -4.258662
C 1.677976 -1.716779 -2.580545
N 0.579582 -1.238949 -2.047912
C 2.762993 -2.416160 -1.838995
H -2.197786 0.306647 1.522861
H -3.788877 -0.343614 1.149038
H -3.521835 1.404043 1.089918
H -2.636694 0.801805 -4.011535
H -0.211205 -0.210889 -5.116004
H 3.287026 -3.112639 -2.490295
H 2.352534 -2.971091 -0.999742
H 3.477035 -1.687023 -1.451384
O 0.067306 1.551136 0.092492
C 1.388809 2.077372 -0.104863
C 2.316223 0.852193 -0.119554
O 3.491179 0.939124 -0.320654
O 1.700044 -0.296626 0.108287
C 1.801943 2.963358 1.065120
C 2.853454 3.862506 0.916853
C 3.260903 4.636811 1.990770
C 2.623954 4.520833 3.220599
C 1.584174 3.617631 3.374679
C 1.177378 2.833934 2.300465
C 1.383890 2.787305 -1.452443
C 0.713998 4.005710 -1.546909
C 0.584419 4.649629 -2.767585
C 1.135642 4.086036 -3.911814
C 1.809919 2.877357 -3.825212
C 1.933419 2.228967 -2.601154
H -0.530497 2.302366 0.196350
H 3.356758 3.950592 -0.038468
H 4.079613 5.334514 1.868034
H 2.942956 5.128555 4.057761
H 1.090915 3.513694 4.332849
H 0.387173 2.107024 2.433556
H 0.308209 4.470063 -0.652008
H 0.068404 5.600082 -2.823514
H 1.054872 4.597241 -4.863209
H 2.258179 2.440875 -4.709721
H 2.483553 1.296277 -2.547423

Force components x, y, z for each atom (eV/Å):
0.781 0.835 -2.014
-0.080 0.091 -0.209
-0.267 -0.436 1.763
-0.449 -0.461 0.102
0.072 -0.042 -0.022
0.020 -0.057 -0.079
0.025 -0.051 0.031
0.026 -0.116 0.021
0.064 0.048 0.127
-0.011 0.019 0.003
-0.030 0.189 -0.004
-0.224 0.153 0.223
0.051 -0.079 -0.217
0.043 0.230 0.418
0.026 -0.092 -0.056
-0.002 0.070 -0.037
-0.031 0.005 -0.029
-0.024 -0.009 0.012
-0.027 0.036 0.023
0.012 0.015 0.000
-0.003 0.041 -0.077
0.065 -0.009 0.063
-0.079 -0.016 -0.088
-0.228 0.083 0.165
0.298 -0.273 0.042
0.272 -0.132 0.105
-0.282 0.088 -0.183
-0.216 0.250 -0.132
-0.156 0.036 0.310
-0.012 -0.006 -0.318
0.116 0.005 -0.149
0.045 -0.059 -0.043
0.000 0.000 -0.077
0.020 0.051 -0.057
0.081 -0.014 0.058
0.006 -0.058 -0.003
-0.002 -0.008 -0.017
0.007 -0.018 0.069
0.026 -0.037 0.069
0.000 0.014 -0.025
-0.064 -0.064 0.066
-0.016 0.031 0.027
-0.063 -0.100 0.232
0.010 0.013 0.049
-0.389 -0.074 -0.171
0.192 0.018 -0.025
0.360 -0.083 0.166
-0.003 -0.015 -0.052
0.014 0.010 -0.024
0.004 0.017 0.017
-0.005 -0.016 -0.010
-0.002 -0.017 -0.051
0.036 0.023 0.014
0.123 0.054 -0.044
-0.038 0.043 0.000
-0.003 -0.004 0.010
0.012 -0.008 -0.013
-0.015 -0.010 0.049
-0.050 -0.027 -0.011
-0.028 -0.030 -0.008
-0.017 -0.006 0.031
-0.021 -0.021 0.003
-0.004 -0.009 -0.028
0.012 -0.001 -0.021
-0.022 -0.014 0.016
0.039 -0.020 -0.040
0.020 -0.026 0.003
-0.008 -0.019 0.034
-0.004 0.013 0.020
0.000 0.055 -0.005

- total charge = +1
- expectation value of S² = 2.008
- orbital gap (alpha / beta) (eV) = 7.6007 / 7.5427
- highest occupied orbital energy (alpha / beta) (eV) = -11.03 / -11.42
- 2S+1 = 3
- molar mass (g/mol) = 791.5
- electronic energy (a.u.) = -2734.2171